No. 1
Here is 2 unconnected molecules or ions with the total composition C5H10O2 from the OMol25 dataset. Energies are from the ωB97M-V functional and the def2-TZVPD basis.

Properties
E: -9434.896 eV
LUMO level: 0.0230 hartree
gap between HOMO and LUMO: 7.121 eV
max |F|: 0.0104 hartree/bohr
E_HOMO: -6.5 eV

```
17
Properties=species:S:1:pos:R:3:forces:R:3
C -1.1209 0.4340 -1.0497 0.44 -0.30 0.08
C -0.1741 -1.4228 -0.2050 0.03 0.22 0.15
C -0.5839 -1.6962 1.0470 0.03 0.11 -0.21
O -1.7052 1.0731 0.0431 0.05 0.08 0.02
H -1.0115 1.5913 0.4851 -0.04 -0.07 -0.03
H -1.8407 -0.2869 -1.4333 -0.03 0.02 0.00
H -0.8494 1.1263 -1.8584 -0.06 0.02 0.04
H -0.3419 -2.0517 -1.0641 -0.04 0.06 0.00
H -0.3197 -1.0592 1.8817 0.05 0.02 -0.01
H -1.3949 -2.3951 1.1919 0.04 -0.01 -0.03
C 1.1229 0.6660 -0.4830 -0.06 -0.10 0.31
C 1.2648 1.4256 0.6169 -0.06 -0.18 -0.23
O 1.1896 -0.7966 -0.2951 -0.04 0.06 0.05
H 1.7481 -1.0656 0.4736 -0.22 0.13 -0.12
H 1.4367 0.9436 -1.4761 -0.08 0.00 0.01
H 1.5192 2.4709 0.5165 -0.01 -0.02 -0.03
H 1.0608 1.0434 1.6089 0.00 -0.04 -0.01
```
Forces are in eV/Å.

Here are the natural (NBO) charges for atoms 1 to 5, given in e:
1. C -0.251
2. C 0.092
3. C -0.614
4. O -0.730
5. H 0.462

No. 2
Here is a single C2H4NP molecule at a distorted geometry from the OMol25 dataset. Energies are from the ωB97M-V functional and the def2-TZVPD basis.

Properties
E: -12915.808 eV
LUMO level: 0.0291 hartree
gap between HOMO and LUMO: 10.804 eV
max |F|: 0.0774 hartree/bohr
E_HOMO: -10.0 eV

```
8
Properties=species:S:1:pos:R:3:forces:R:3
C 0.8852 0.7272 2.6540 -0.37 -0.49 -1.64
C -0.6843 -0.2555 -0.8513 -1.34 -2.20 3.04
N 0.6976 0.3230 1.5531 -0.34 0.44 2.46
P 0.7838 -0.6390 0.1448 -0.09 -1.49 0.38
H -1.4711 -0.9935 -0.8016 0.07 -0.73 -0.11
H -0.3863 -0.1304 -1.8040 1.01 0.54 -3.30
H -1.1722 0.5624 -0.4654 -0.80 2.48 0.59
H 1.3474 0.4058 -0.4296 1.87 1.46 -1.43
```
Forces are in eV/Å.

Here are the natural (NBO) charges for atoms 1 to 5, given in e:
1. C 0.326
2. C -0.920
3. N -0.859
4. P 0.818
5. H 0.228

No. 3
Here is a molecular structure, C3H7NO at a distorted geometry from the OMol25 dataset. Energies are from the ωB97M-V functional and the def2-TZVPD basis.

Properties
E: -6759.446 eV
LUMO level: 0.0273 hartree
gap between HOMO and LUMO: 10.070 eV
max |F|: 0.1439 hartree/bohr
E_HOMO: -9.3 eV

```
12
Properties=species:S:1:pos:R:3:forces:R:3
C 0.4385 -1.0754 0.8021 6.18 1.86 3.62
C -0.2083 0.2555 1.0517 0.82 1.15 2.29
C 0.0176 0.7475 -1.2966 -2.58 -4.33 -2.28
H 1.4925 -0.7938 0.1370 -3.23 -1.51 1.76
H -0.3106 -1.5850 0.3596 -1.65 -2.61 -2.00
H 0.8183 -1.5782 1.9427 -1.28 1.56 -3.75
H -1.7336 0.7487 -0.1284 -1.20 0.19 -0.54
H 1.0999 0.8138 -1.1982 -0.38 0.91 0.07
H -0.0841 -0.5440 -1.7057 0.30 3.62 0.59
H -0.5645 1.3585 -2.0293 1.49 -0.43 0.05
N -0.7598 0.8892 -0.1073 2.24 0.18 2.21
O -0.2060 0.7632 2.1724 -0.71 -0.58 -2.03
```
Forces are in eV/Å.

Here are the natural (NBO) charges for atoms 1 to 5, given in e:
1. C -0.702
2. C 0.672
3. C -0.385
4. H 0.238
5. H 0.211